Record 1
ORCA calculation (ωB97M-V/def2-TZVPD) on C5H11N in the gas phase in a non-equilibrium geometry.

Geometry as XYZ:
```
17
Properties=species:S:1:pos:R:3:lowdin_charge:R:1
H -0.277 2.282 0.942 0.105
C -0.070 0.043 0.316 -0.337
H 3.199 -0.930 -0.247 0.068
C -2.398 -0.102 -0.035 -0.109
C -0.596 1.241 1.062 -0.096
H 1.536 0.818 -0.980 0.114
N -1.232 0.731 -0.141 -0.164
H 2.559 -0.047 1.154 0.074
H -2.602 -0.530 -1.030 0.080
H 1.949 -1.665 0.776 0.070
H -2.078 -0.979 0.679 0.100
H -0.989 1.018 2.058 0.102
H -0.472 -0.919 0.814 0.132
H 0.947 -0.792 -1.361 0.109
C 1.186 -0.120 -0.523 -0.214
C 2.295 -0.725 0.334 -0.120
H -3.263 0.526 0.247 0.085
```

Structure (SMILES): CC[C@H]1CN1C
LUMO energy, eV: 1.22
Frontier orbital gap, eV: 10.4
E, hartree: -251.79512
Strongest force on any atom, hartree/bohr: 0.0462

***

Record 2
ORCA calculation (ωB97M-V/def2-TZVPD) on C4H8O in the gas phase.

Geometry as XYZ:
```
13
Properties=species:S:1:pos:R:3:lowdin_charge:R:1
H -2.182 -0.575 0.151 0.074
C 0.933 0.727 0.423 -0.113
H -0.995 -1.260 1.311 0.085
H -1.239 0.037 -1.903 0.098
C 1.323 -0.432 -0.442 -0.061
H 1.773 -1.315 0.004 0.097
H 1.749 -0.130 -1.397 0.104
H -1.378 0.464 1.321 0.085
H 0.924 0.517 1.493 0.107
C -0.130 -0.013 -0.307 -0.556
C -1.233 -0.409 0.667 -0.023
H 1.068 1.762 0.146 0.111
O -0.612 0.628 -1.467 -0.009
```

Structure (SMILES): CC1(O)CC1
LUMO energy, eV: 1.02
Frontier orbital gap, eV: 10.4
E, hartree: -232.39231
Strongest force on any atom, hartree/bohr: 0.0113

***

Record 3
ORCA calculation (ωB97M-V/def2-TZVPD) on C3H8N2O in the gas phase in a non-equilibrium geometry.

Geometry as XYZ:
```
14
Properties=species:S:1:pos:R:3:lowdin_charge:R:1
H -0.876 -0.020 -2.192 0.119
C -0.548 1.004 0.094 -0.619
N -0.537 1.208 1.453 0.125
C 0.154 -0.442 -1.713 -0.094
H 0.756 -1.953 0.261 0.100
H 0.159 -1.685 -1.714 0.123
C 0.657 -0.909 0.708 -0.118
H -0.289 0.535 2.173 0.071
O -1.092 1.804 -0.645 0.029
H -1.112 2.085 1.632 0.146
H 1.084 0.067 -2.389 0.132
N 0.185 -0.088 -0.325 -0.225
H -0.140 -1.121 1.508 0.103
H 1.599 -0.485 1.150 0.109
```

Structure (SMILES): CN(C)C(N)=O
LUMO energy, eV: 0.75
Frontier orbital gap, eV: 9.9
E, hartree: -303.82842
Strongest force on any atom, hartree/bohr: 0.0682

***

Record 4
ORCA calculation (ωB97M-V/def2-TZVPD) on a 2-piece molecular cluster, C9H18N2OSi overall in a non-equilibrium geometry.

Geometry as XYZ:
```
31
Properties=species:S:1:pos:R:3:lowdin_charge:R:1
H 0.180 3.503 1.709 0.074
C 1.193 -2.288 1.357 -0.189
H 2.200 -1.667 1.538 0.103
H -0.455 -1.272 -1.474 0.120
H 1.346 1.819 -1.272 0.068
H 1.173 -1.929 -1.126 0.023
N 0.244 -1.517 0.638 -0.381
C 0.592 1.360 1.840 -0.344
H -4.784 -0.122 -2.416 0.103
H -5.418 -0.951 -0.728 0.121
N 2.969 0.378 -1.907 -0.066
C -4.627 -0.446 -1.362 -0.057
H 1.249 1.059 -2.826 0.083
O -4.206 0.720 -0.659 -0.104
C 2.010 1.400 -2.076 -0.184
H 0.746 -2.485 2.391 0.086
H 4.096 -0.663 -0.595 0.067
H -0.155 -3.092 -0.812 0.100
H 1.344 -3.343 0.868 0.110
C 3.268 0.006 -0.770 -0.092
H -3.724 -1.096 -1.516 0.095
C 0.204 -2.001 -0.750 -0.156
H 0.256 2.859 3.462 0.061
H 2.813 0.228 0.151 0.032
H 1.622 1.238 2.342 0.052
Si -0.328 0.076 1.091 0.668
H -1.114 2.597 2.520 0.035
C -3.048 0.608 -0.039 -0.201
H 2.472 2.306 -2.468 0.073
C -2.081 0.065 0.468 -0.069
C -0.038 2.648 2.419 -0.234
```

Structure (SMILES): C/C=[Si](\C#COC)N(C)C.C=NC
LUMO energy, eV: 0.59
Frontier orbital gap, eV: 8.1
E, hartree: -827.73373
Strongest force on any atom, hartree/bohr: 0.0716

***

Record 5
ORCA calculation (ωB97M-V/def2-TZVPD) on C44H36AsF3KPS4Sb as an isolated structure.

Geometry as XYZ:
```
91
Properties=species:S:1:pos:R:3:lowdin_charge:R:1
C 5.400 -0.371 -3.072 -0.095
H -1.689 -0.787 2.300 0.013
H -2.446 4.822 1.779 0.108
H -2.293 -4.867 1.113 0.088
C -5.336 -2.736 1.565 -0.099
C 1.231 -1.392 0.295 -0.088
C -1.330 -5.703 -2.395 -0.028
F -8.920 -3.074 1.260 0.038
C 0.584 0.898 -0.204 -0.374
H -8.114 -2.424 -1.105 0.118
C 5.181 1.002 -2.988 -0.136
C 6.589 4.512 2.377 -0.100
H 5.661 -0.821 -4.023 0.098
C 4.840 1.591 -1.774 -0.423
H -0.374 -5.963 -2.837 0.111
C 0.711 -0.444 -0.579 -0.123
H 5.448 -2.231 -2.000 0.100
C -5.989 -2.298 -0.699 -0.138
F -0.486 -4.041 5.129 0.037
H 2.202 4.311 -0.897 0.060
H -1.346 -5.621 3.274 0.113
C -1.864 4.815 0.864 -0.071
C -2.369 -6.609 -2.434 -0.302
C -1.426 -4.566 3.036 -0.017
C -1.707 5.979 0.129 -0.091
C 5.280 3.922 -0.023 -0.424
C -3.608 -6.335 -1.898 -0.021
C -2.794 -4.136 -1.209 -0.378
C 4.723 0.790 -0.637 -0.100
H 1.602 3.203 -3.017 0.065
H 1.794 0.613 2.964 0.104
H 4.644 5.032 3.123 0.101
C 1.742 2.591 -2.123 -0.420
C -7.624 -2.857 0.929 -0.290
H 4.453 1.231 0.317 0.103
K -2.586 0.624 -2.241 0.173
C -4.979 -2.416 0.258 -0.415
H -6.958 -3.204 2.927 0.114
H 7.235 3.416 -0.761 0.096
H -4.779 -4.889 -0.848 0.092
F -2.165 -7.811 -3.027 0.033
H 2.016 -1.753 2.263 0.106
H 0.892 2.287 1.412 0.102
H 3.488 4.509 1.020 0.090
C -1.084 -2.273 3.701 -0.019
H 1.302 -2.430 -0.011 0.106
C 4.562 4.380 1.079 -0.110
H -0.913 6.833 -1.677 0.098
C -1.001 -3.624 3.947 -0.297
C -3.806 -5.096 -1.285 -0.114
P 0.056 2.036 -1.551 1.019
C 7.314 4.057 1.279 -0.094
H 4.839 -1.192 0.168 0.101
H -4.394 -7.079 -1.958 0.113
C -6.665 -2.961 1.913 -0.013
C 5.282 -1.161 -1.937 -0.092
H -1.528 2.706 0.965 0.017
C -0.597 3.567 -0.775 -0.375
C -1.613 -1.851 2.483 -0.150
H 0.038 4.724 -2.482 0.097
C -1.015 5.937 -1.077 -0.088
S -4.950 1.140 0.027 -0.130
C 2.602 3.321 -1.103 -0.456
H -0.742 -3.749 -1.764 0.082
C 1.500 0.313 1.964 -0.080
C 0.980 1.258 1.087 -0.097
C -1.955 -4.125 1.825 -0.108
C -1.561 -4.469 -1.788 -0.147
H 7.096 4.736 3.309 0.097
H -4.577 -2.806 2.335 0.095
H 8.387 3.925 1.353 0.099
Sb -2.953 -2.085 -0.336 1.338
H 2.645 2.769 -0.165 0.039
S -4.722 2.626 -1.420 -0.264
H -5.749 -1.998 -1.713 0.104
S -3.100 0.652 0.850 -0.121
H 0.392 -0.753 -1.571 0.090
C -1.317 3.615 0.415 -0.121
C 6.663 3.772 0.087 -0.131
H 5.272 1.615 -3.876 0.086
H -2.146 6.907 0.475 0.098
C 4.944 -0.579 -0.719 -0.082
C -7.322 -2.526 -0.374 -0.011
C 1.633 -1.013 1.568 -0.098
C -0.476 4.741 -1.527 -0.117
C 5.216 4.677 2.273 -0.089
H -0.740 -1.567 4.447 0.117
H 2.226 1.672 -2.457 0.061
S -4.950 1.813 -3.310 -0.305
C -2.062 -2.761 1.521 -0.363
As 4.449 3.508 -1.741 1.286
```

Net charge: -1
LUMO energy, eV: 1.88
Frontier orbital gap, eV: 5.6
E, hartree: -7008.05593
Strongest force on any atom, hartree/bohr: 0.0123

***

Record 6
ORCA calculation (ωB97M-V/def2-TZVPD) on C22H41BCeN6O4Si as an isolated structure in a non-equilibrium geometry.

Geometry as XYZ:
```
76
Properties=species:S:1:pos:R:3:lowdin_charge:R:1
H 1.879 -1.403 4.909 0.095
H -0.345 3.101 -0.848 0.135
H -3.075 0.527 -0.050 0.074
C 0.228 2.894 -1.742 -0.009
H 3.374 1.871 1.073 0.105
C 1.819 1.858 3.430 -0.013
H -2.064 1.906 0.507 0.065
C -1.506 -0.214 -5.603 0.034
H 2.810 -2.169 3.587 0.093
Ce -0.533 -1.657 -1.748 1.427
C 1.878 -2.211 4.165 -0.023
H -2.665 1.314 4.173 0.103
C 2.383 1.394 1.023 -0.030
C 1.406 3.607 1.699 -0.019
H -1.229 0.136 -6.588 0.159
H -3.556 -1.029 -5.722 0.132
O -0.227 -0.486 0.073 -0.377
H -1.519 -4.081 -0.764 0.050
H -1.766 2.311 2.991 0.076
C 3.528 -1.894 -3.682 0.004
H 2.021 1.462 -0.010 0.068
B 0.791 0.533 -4.553 -0.421
H -3.538 2.476 3.136 0.101
H 1.856 -3.168 4.705 0.098
N 0.809 1.736 -3.548 0.039
H -0.863 -4.340 -2.432 0.042
N -0.647 -0.067 -4.589 0.049
H 1.111 0.898 -5.650 0.138
H -3.161 -1.472 -3.033 0.141
H 0.664 -4.195 2.682 0.106
C -2.494 -1.051 -3.779 -0.039
H 4.477 -2.383 -3.796 0.119
C 1.494 2.890 -3.584 0.017
H 1.111 2.355 4.107 0.103
C -0.617 -2.179 4.079 -0.026
H -4.326 -0.896 1.653 0.085
H -1.513 -2.176 3.448 0.077
C 3.012 -0.873 -4.480 -0.005
C -2.700 1.765 3.172 -0.014
C -2.959 1.306 0.717 -0.037
H -0.668 -1.340 4.785 0.105
H -0.197 -3.138 1.537 0.068
C 1.148 3.645 -2.467 0.017
H 1.519 4.620 -2.216 0.125
H 2.555 -2.882 -1.904 0.132
C 0.660 -2.114 3.251 -0.611
C -2.910 0.691 2.111 -0.618
N 0.067 1.745 -2.416 0.102
C -4.192 -0.091 2.387 -0.023
H 2.825 2.265 3.617 0.104
H 0.254 -4.412 -1.005 0.047
O 0.758 -0.813 2.588 -0.125
C 0.682 -3.209 2.192 -0.025
H 2.408 4.028 1.868 0.102
H -0.598 1.001 -2.210 0.118
C 1.436 2.110 1.979 -0.606
O 0.059 1.617 1.761 -0.129
N -1.203 -0.639 -3.432 -0.249
H 0.704 4.116 2.372 0.100
N 1.792 -0.542 -4.024 -0.003
H 1.121 3.815 0.661 0.056
H 1.832 0.784 3.644 0.069
C 2.556 -2.156 -2.709 -0.058
H -5.056 0.584 2.317 0.098
Si -0.296 -0.002 1.615 0.089
H -0.618 -3.114 4.663 0.102
O -1.816 -0.277 2.202 -0.117
H 3.419 -0.361 -5.341 0.147
C -2.677 -0.814 -5.139 0.031
N 1.482 -1.327 -2.915 -0.101
H -3.829 1.977 0.654 0.106
H -4.180 -0.525 3.395 0.098
H 2.162 3.105 -4.405 0.152
H 2.503 0.339 1.298 0.083
C -0.645 -3.938 -1.426 -0.199
H 1.595 -3.142 1.585 0.092
```

Net charge: +2
LUMO energy (alpha / beta), eV: -7.95 / -7.98
Frontier orbital gap (alpha / beta), eV: 6.6 / 6.6
E, hartree: -2281.55053
Strongest force on any atom, hartree/bohr: 0.1397

***

Record 7
ORCA calculation (ωB97M-V/def2-TZVPD) on CH2O2S in the gas phase in a non-equilibrium geometry.

Geometry as XYZ:
```
6
Properties=species:S:1:pos:R:3:lowdin_charge:R:1
S -0.337 -0.668 -1.776 0.753
C -0.039 -0.133 -0.305 -0.984
H 0.967 -0.467 1.299 0.127
O -0.358 0.948 0.351 0.072
O 0.956 -0.929 0.396 -0.070
H -1.188 1.249 0.036 0.103
```

Structure (SMILES): OC(O)=S
LUMO energy, eV: 0.37
Frontier orbital gap, eV: 9.6
E, hartree: -587.95161
Strongest force on any atom, hartree/bohr: 0.0972

***

Record 8
ORCA calculation (ωB97M-V/def2-TZVPD) on C23H25BrN2O3S3 in the gas phase in a non-equilibrium geometry.

Geometry as XYZ:
```
57
Properties=species:S:1:pos:R:3:lowdin_charge:R:1
H 4.695 -2.258 -3.195 0.092
H 0.769 0.820 0.390 0.085
N 4.405 -0.156 -0.184 -0.201
C -1.686 1.580 -0.740 -0.081
H 0.934 3.856 0.569 0.106
C 4.828 -1.461 -2.344 -0.101
C -3.619 -1.880 1.052 -0.183
H -1.317 3.014 1.005 0.114
H -0.603 -3.229 4.164 0.123
O -0.745 0.261 3.512 -0.292
C -3.012 -0.912 -0.151 -0.110
H 1.902 1.422 -1.078 0.096
C -2.333 -0.286 -2.809 -0.021
H -2.318 -2.414 4.070 0.116
C -2.215 -0.608 -4.446 -0.221
H -0.244 -3.226 1.819 0.115
C -1.201 -2.316 3.683 -0.174
H -4.658 -2.374 0.736 0.124
O -3.166 -1.274 -5.106 -0.026
S 1.411 1.980 -5.459 0.643
C -0.206 1.300 -4.717 -0.472
H -2.913 -3.961 1.929 0.120
C -2.363 0.533 0.341 0.037
C -0.819 -0.019 -5.154 -0.503
H -0.760 -1.435 1.516 0.094
H 0.835 1.761 3.561 0.077
C -1.095 -2.425 2.048 -0.197
H -0.906 2.370 4.072 0.105
H 0.831 3.587 -1.312 0.117
C -0.988 2.147 -3.505 -0.211
N 5.848 -0.310 -2.305 -0.037
H 6.219 1.405 -0.720 0.135
C -1.674 1.175 -2.330 0.020
H 2.406 1.218 -4.765 -0.090
C -2.467 -3.036 1.329 -0.214
C -3.010 -1.355 -1.763 0.051
H 2.993 -2.050 -0.712 0.107
S 4.276 -0.511 2.560 0.602
S 2.833 1.975 1.197 0.766
C 1.403 1.707 -0.039 -0.446
C -0.144 1.453 4.141 -0.113
C 3.893 -1.351 -0.990 -0.041
H 0.058 1.274 5.286 0.100
H -2.146 -3.435 0.258 0.108
H 0.633 -1.157 4.496 0.134
C -1.054 2.971 -0.144 -0.169
C 3.870 0.379 1.131 -0.952
H -3.749 -1.247 2.050 0.119
H -2.337 0.831 1.487 0.102
O -1.076 3.480 -3.517 -0.034
C 5.565 0.447 -0.998 -0.074
H -0.983 -0.844 5.421 0.132
H -1.516 3.900 -0.701 0.128
C 0.577 3.103 -0.274 -0.238
C -0.529 -0.956 4.324 -0.227
Br 0.119 -1.058 -6.583 0.639
H -3.450 -2.410 -2.106 0.121
```

Structure (SMILES): COCCCCCc1cc(CCCSC(=S)n2ccnc2)c2c(c1)C(=O)C(Br)=C(S)C2=O
LUMO energy, eV: -1.92
Frontier orbital gap, eV: 6.6
E, hartree: -4994.40008
Strongest force on any atom, hartree/bohr: 0.1665

***

Record 9
ORCA calculation (ωB97M-V/def2-TZVPD) on an isolated ion of composition C9H15N2S and charge +1 in a non-equilibrium geometry.

Geometry as XYZ:
```
27
Properties=species:S:1:pos:R:3:lowdin_charge:R:1
H -2.367 -1.255 -0.372 0.161
H -2.353 0.049 -1.502 0.102
H 1.954 -1.257 -2.700 0.085
N -0.014 0.453 1.374 -0.055
H -3.028 1.353 0.293 0.115
H 0.378 -0.760 -3.524 0.072
H 2.021 1.856 3.433 0.103
H 1.253 0.859 -1.848 0.098
C -0.214 -0.382 -0.836 -0.548
C 0.313 0.807 2.894 -0.340
S -1.172 1.712 3.078 1.137
C -1.781 -0.294 -0.670 -0.058
C 0.207 0.948 -1.516 -0.003
N 0.213 -1.526 -1.583 -0.070
H 1.489 -0.383 0.372 0.155
H 0.098 -1.525 0.800 0.151
H -0.575 -2.193 -1.804 0.140
H 0.795 -2.449 -3.363 0.110
H -0.054 1.825 -0.842 0.111
C 0.416 -0.541 0.486 -0.127
C -1.279 0.964 1.448 -0.540
H -0.496 1.115 -2.297 0.074
C 1.632 0.844 3.544 -0.048
C -2.169 0.743 0.461 0.033
H 1.681 0.434 4.619 0.136
C 0.889 -1.436 -2.865 -0.113
H 2.164 0.038 2.920 0.119
```

Net charge: +1
LUMO energy (alpha / beta), eV: -5.40 / -5.40
Frontier orbital gap (alpha / beta), eV: 6.8 / 6.8
E, hartree: -859.25416
Strongest force on any atom, hartree/bohr: 0.1593

***

Record 10
ORCA calculation (ωB97M-V/def2-TZVPD) on C7H9ClS as an isolated structure in a non-equilibrium geometry.

Geometry as XYZ:
```
18
Properties=species:S:1:pos:R:3:lowdin_charge:R:1
C -1.341 -0.815 -1.318 -0.166
H -1.608 -0.024 1.943 0.083
H 4.278 0.232 0.124 0.078
H 3.512 2.501 0.010 0.102
H -1.291 -1.965 -1.154 0.131
H -0.753 -1.367 1.428 0.038
H 0.958 2.797 0.012 0.095
C -1.502 -0.758 1.146 -0.088
S 1.943 -0.696 -0.325 0.972
H -2.377 -1.277 1.043 0.056
C 3.209 0.495 -0.005 -0.418
C 0.802 0.534 -0.184 -0.474
C 2.755 1.741 -0.041 -0.219
H -0.675 -0.641 -2.042 0.025
Cl -1.938 1.525 -0.294 0.734
C -1.176 0.024 -0.133 -0.831
C 1.322 1.785 -0.072 -0.187
H -2.309 -0.719 -1.753 0.068
```

LUMO energy, eV: 0.78
Frontier orbital gap, eV: 9.6
E, hartree: -1130.40275
Strongest force on any atom, hartree/bohr: 0.0940

***

Record 11
ORCA calculation (ωB97M-V/def2-TZVPD) on an isolated ion of composition C4H6N2 and charge +2 in a non-equilibrium geometry.

Geometry as XYZ:
```
12
Properties=species:S:1:pos:R:3:lowdin_charge:R:1
H 2.121 -1.638 -0.005 0.165
C 1.601 -0.684 0.101 0.383
C -0.594 0.923 -0.070 0.096
C -1.942 0.441 0.126 0.088
H -0.727 -2.363 -0.460 0.182
N -1.967 -0.845 0.015 0.208
H 2.307 0.191 0.159 0.182
H -0.532 1.191 -1.129 0.186
H -2.839 1.029 0.231 0.186
N 0.295 -0.483 0.010 0.052
H -0.448 1.654 0.695 0.161
C -0.726 -1.385 -0.057 0.111
```

Net charge: +2
Structure (SMILES): C=[N+]1C=[N+]=CC1
LUMO energy, eV: -13.43
Frontier orbital gap, eV: 8.2
E, hartree: -264.66074
Strongest force on any atom, hartree/bohr: 0.0743

***

Record 12
ORCA calculation (ωB97M-V/def2-TZVPD) on a 2-piece molecular cluster, C4H8N2O overall in a non-equilibrium geometry.

Geometry as XYZ:
```
15
Properties=species:S:1:pos:R:3:lowdin_spin:R:1
H 0.103 -2.096 1.120 0.071
H -0.473 -0.666 -2.365 0.012
H -1.530 -1.768 -1.745 0.036
H -0.040 1.322 -0.500 0.030
C -0.475 -0.652 -0.251 0.608
N 1.613 1.136 2.121 0.010
H -1.773 0.873 -0.680 0.012
C -0.544 -1.356 -1.568 0.125
C 1.740 1.755 1.129 0.005
H -0.967 1.071 0.958 0.005
H 0.297 -2.098 -1.493 0.007
O 1.986 2.513 0.308 0.003
H 1.017 0.227 2.186 0.007
C -0.890 0.794 -0.099 0.132
N -0.063 -1.053 0.879 0.937
```

LUMO energy (alpha / beta), eV: 0.83 / -2.56
Frontier orbital gap (alpha / beta), eV: 6.1 / 8.1
Spin multiplicity: 3
E, hartree: -341.76561
Strongest force on any atom, hartree/bohr: 0.1591

***

Question: Among the records above, which one has the highest strongest force on any atom?
Answer: C23H25BrN2O3S3